Entry 1:
DFT (ωB97M-V/def2-TZVPD) results for a 4-piece molecular cluster, C15H34Br2F3O4P overall in a non-equilibrium geometry.

```
59
Properties=species:S:1:pos:R:3:forces:R:3:lowdin_charge:R:1
C 2.88951 0.76215 -0.83952 0.3 0.0 0.6 -0.206
F 3.75281 0.43376 -1.83593 -0.3 0.9 -0.2 0.070
H -2.61048 -3.71368 -0.24691 -0.2 0.1 0.1 0.027
H -4.15168 -0.89559 -2.91155 -0.4 -0.1 -0.1 0.034
H -0.72699 3.41172 7.12341 0.0 0.0 0.1 0.080
H -2.70762 -1.49369 -4.74755 0.0 -0.3 -0.2 0.073
H -2.31279 -0.89351 1.21771 -0.3 0.1 -0.1 0.070
H -1.24376 1.94084 7.96749 0.0 0.0 0.0 0.080
C -1.60923 1.18225 2.59593 0.2 0.3 0.0 -0.284
H -3.41263 -1.76129 -0.57142 -0.1 0.0 0.3 0.020
C -1.27838 -0.70889 0.95734 0.6 -0.3 -0.2 -0.305
H 5.88300 -1.52567 0.26702 0.0 -0.1 0.0 0.074
H 1.37498 0.33330 -2.15760 0.0 0.2 -0.5 0.107
C 0.33175 2.55740 -4.70969 -0.4 0.1 0.0 -0.146
C 1.46636 0.42334 -1.08504 0.0 -1.0 0.4 -0.199
H 0.61660 3.60054 -4.55318 0.1 0.0 0.0 0.078
H -1.57692 2.27523 2.59417 0.1 0.2 0.1 0.115
O -1.04146 0.66741 3.78280 -0.1 -0.2 -0.1 -0.053
H 0.20167 2.37573 -5.77934 0.1 0.0 0.0 0.077
C -3.28378 -1.49590 -2.68578 0.1 0.3 0.1 -0.831
C -0.78488 -2.92480 -1.17755 -0.6 -0.5 0.6 -0.323
H 5.99257 0.79012 0.10253 0.0 0.1 -0.1 0.034
H -2.46788 2.97270 5.63831 0.0 0.0 0.0 0.079
C -1.58251 2.77605 7.36166 0.0 0.0 -0.2 -0.139
O 6.74174 0.30184 -0.24554 0.1 -0.2 0.1 -0.119
C 3.38643 1.40875 0.22139 0.0 -0.1 -0.6 -0.287
Br -3.54631 0.67929 -0.92961 0.2 0.0 0.1 0.699
H -1.20624 -3.20237 -2.13646 0.0 0.2 -0.3 0.042
O -0.86027 2.23795 -3.98778 0.3 0.0 -0.1 -0.140
C -1.53707 -3.76687 -0.12935 0.3 -0.1 -0.3 -0.139
H 0.81616 1.24060 -0.79426 0.0 0.2 0.2 0.104
C -2.84502 -1.14132 -1.25026 -0.3 -0.2 -0.7 -0.809
H 7.64248 -1.49850 0.04397 0.0 0.0 0.0 0.076
H 1.57102 -1.67751 -1.05467 0.0 -0.3 0.0 0.074
P -0.92809 -1.11814 -0.81800 0.5 0.0 0.7 0.825
H 1.12878 1.92146 -4.34490 0.1 -0.1 0.1 0.066
O -2.16497 2.23684 6.17650 0.0 0.0 0.0 -0.132
C -2.28649 -1.22504 -3.78827 -0.1 0.5 0.1 -0.163
H -0.68767 -1.42699 1.52062 0.0 -0.2 0.1 0.087
H -2.65860 0.90705 2.48351 -0.2 -0.1 0.1 0.111
H -1.00724 1.41816 0.61269 0.0 0.0 -0.3 0.081
H 0.22572 0.72064 1.62799 0.2 -0.1 0.1 0.101
H 6.93396 -0.80189 1.51270 0.0 -0.1 0.0 0.076
F 2.95303 1.24327 1.47409 -0.2 1.0 -0.7 0.130
Br -3.97568 -3.33659 -2.80054 0.1 0.0 0.0 0.695
H -1.60119 0.94272 4.51449 0.1 0.0 0.4 0.048
H -1.26639 -4.80457 -0.29655 0.0 -0.2 0.0 0.076
H 0.23953 -3.26887 -1.16136 0.3 0.3 -0.1 0.071
H -1.55196 2.81121 -4.32732 -0.1 0.0 0.1 0.073
H -1.31343 -1.67249 -3.64041 0.1 -0.3 -0.1 0.061
C -0.83222 0.68716 1.39573 -0.5 0.2 -0.1 -0.242
H -1.24674 -3.52140 0.88512 0.0 0.1 0.2 0.064
C 6.79418 -0.94444 0.43731 -0.1 0.2 0.0 -0.158
H 1.26558 -0.99617 0.52637 0.0 -0.1 0.2 0.075
H -2.13061 -0.14835 -3.81923 0.1 0.2 0.0 0.062
H -2.31679 3.35208 7.92894 0.0 0.0 0.0 0.077
F 4.37124 2.31326 0.11227 0.3 -1.0 0.7 0.118
C 0.99614 -0.92233 -0.52350 0.0 0.3 -0.3 -0.281
H -0.82128 -0.03795 -1.73297 -0.2 0.0 -0.1 0.042
```
Forces are in eV/Å.

Its SMILES is CC[PH](CCCO)(CCC(F)=C(F)F)[C@@H](Br)[C@@H](C)Br.CO.CO.CO. As for the HOMO energy: -8.2 eV.

Entry 2:
DFT (ωB97M-V/def2-TZVPD) results for a single C3H4O molecule in a non-equilibrium geometry.

```
8
Properties=species:S:1:pos:R:3:forces:R:3:lowdin_charge:R:1
H -0.28593 1.41811 -0.83442 -0.2 -1.7 0.0 0.140
H 0.71239 0.85899 1.32435 -0.5 -1.1 -0.8 0.112
H 1.53190 -0.63944 0.54939 -1.7 0.5 0.5 0.118
C -0.10532 0.29830 -0.73205 -1.3 4.6 3.3 -0.082
C -0.79607 -0.51042 0.23033 -2.3 -2.0 0.9 -0.366
H 0.14947 -0.15588 -1.56851 1.5 -2.0 -3.8 0.054
O -1.78147 -1.24756 0.39433 3.1 2.2 -0.1 0.078
C 0.57504 -0.02210 0.63657 1.3 -0.5 0.0 -0.054
```
Forces are in eV/Å.

Its SMILES is O=C1CC1. As for the HOMO energy: -9.6 eV.

Values of lowest unoccupied orbital energy, in order: 0.46, 0.70, all in eV.
Values of gap between HOMO and LUMO, in order: 8.66, 10.30, all in eV.
Values of relative energy (zero: lowest compared OMol25 entry of this formula, charge and spin), in order: 0.000, 1.375, all in eV.